No. 1
Formula: C2H4N2S
Source: OMol25
Level of theory: ωB97M-V with the def2-TZVPD basis set

Structure (XYZ):
```
9
Properties=species:S:1:pos:R:3:forces:R:3:mulliken_charge:R:1
C -1.79933 1.07175 -0.53063 -0.264 -0.446 0.701 -0.18
C 2.72206 -0.93092 -0.26634 -1.688 -0.596 2.127 -0.26
N -1.39155 0.67957 0.55844 0.736 -0.097 0.573 -0.40
N 2.41665 0.30084 -0.26258 1.336 -1.390 -0.816 -0.16
S 1.34772 1.31398 0.19899 -1.043 0.957 0.379 -0.06
H -2.80579 1.27604 -0.68672 -2.593 0.417 0.409 0.30
H -1.37179 1.19039 -1.46620 2.188 0.156 -1.638 0.27
H 2.03590 -1.63047 0.40150 1.501 1.010 -1.675 0.21
H 3.65883 -1.27383 -0.69254 -0.172 -0.009 -0.060 0.27
```
Positions in Å, forces in eV/Å.

Highest occupied orbital energy (spin up / spin down) (eV): -8.36 / -8.61
Largest force on an atom (eV Å⁻¹): 2.78
E_LUMO (spin up / spin down) (eV): -0.2 / -0.8
Relative energy (zero: lowest compared OMol25 entry of this formula, charge and spin) (kJ/mol): 404.5
Kohn-Sham gap (spin up / spin down) (eV): 8.145 / 7.804



No. 2
Formula: C2H4N2S
Source: OMol25
Level of theory: ωB97M-V with the def2-TZVPD basis set

Structure (XYZ):
```
9
Properties=species:S:1:pos:R:3:forces:R:3:mulliken_charge:R:1
C 1.25006 0.66361 1.26829 0.157 -0.505 0.335 -0.29
C -0.84694 -0.90250 -0.45671 1.943 2.666 -0.609 0.55
N 0.59282 0.75422 0.22722 -1.436 -0.932 -1.027 -0.61
N -1.08571 -0.12880 -1.46247 -0.936 0.787 -0.958 -0.34
S -0.75921 -2.15350 0.39168 -0.452 -2.155 1.325 -0.36
H 1.75229 1.53819 1.65935 0.442 0.442 0.199 0.25
H 1.42359 -0.24886 1.89458 -0.519 -0.027 -0.369 0.17
H -0.45341 0.70896 -1.34020 -0.940 -0.347 -0.512 0.39
H -1.87348 -0.23132 -2.18174 1.743 0.071 1.617 0.25
```
Positions in Å, forces in eV/Å.

Highest occupied orbital energy (spin up / spin down) (eV): -7.06 / -7.60
Largest force on an atom (eV Å⁻¹): 3.35
E_LUMO (spin up / spin down) (eV): 0.2 / 0.2
Relative energy (zero: lowest compared OMol25 entry of this formula, charge and spin) (kJ/mol): 309.9
Kohn-Sham gap (spin up / spin down) (eV): 7.248 / 7.812



No. 3
Formula: C2H4N2S
Source: OMol25
Level of theory: ωB97M-V with the def2-TZVPD basis set

Structure (XYZ):
```
9
Properties=species:S:1:pos:R:3:forces:R:3:mulliken_charge:R:1
C -1.87153 0.13271 0.21009 0.763 0.192 -0.246 0.22
C -1.56719 -0.45607 -0.94764 -0.120 0.610 1.018 0.24
N -2.24357 0.32959 1.37758 -0.192 -0.081 -0.329 -0.51
N -0.94505 -0.51017 -2.03139 -0.285 0.935 0.884 -0.50
S 2.68415 0.16454 0.67666 -0.147 0.300 0.623 -0.32
H 3.55833 -0.23622 -0.26830 0.299 0.306 0.569 0.15
H -2.02949 1.21356 1.90404 0.093 -0.929 -1.239 0.29
H 3.49907 0.69866 1.66331 -0.176 -0.603 -1.193 0.16
H -1.08470 -1.33660 -2.58434 -0.234 -0.730 -0.086 0.27
```
Positions in Å, forces in eV/Å.

Highest occupied orbital energy (eV): -8.17
Largest force on an atom (eV Å⁻¹): 1.55
E_LUMO (eV): -0.4
Relative energy (zero: lowest compared OMol25 entry of this formula, charge and spin) (kJ/mol): 295.8
Kohn-Sham gap (eV): 7.753
SMILES: N=C=C=N.S



No. 4
Formula: C2H4N2S3
Source: OMol25
Level of theory: ωB97M-V with the def2-TZVPD basis set

Structure (XYZ):
```
11
Properties=species:S:1:pos:R:3:forces:R:3:mulliken_charge:R:1
C 0.26345 0.98627 -0.41024 1.040 2.039 2.834 -0.93
C 0.12456 -0.44731 -0.10572 0.769 -0.424 0.996 0.49
N -1.12385 -0.62652 0.47888 -6.131 4.036 2.073 -0.27
N -1.89319 0.55405 0.63234 2.000 -7.726 0.411 -0.12
S -1.23897 1.88223 0.11569 1.445 1.166 -1.018 0.11
S 0.21580 -1.47836 -1.57239 0.199 -0.450 -0.665 -0.27
S 1.40476 -1.01865 1.18077 -0.590 1.106 -0.205 -0.17
H 1.05357 1.42665 0.20579 0.160 -0.018 -0.576 0.36
H 0.40334 1.18288 -1.38209 0.834 0.772 -3.619 0.50
H -0.42253 -2.57431 -1.09801 0.134 0.443 0.159 0.18
H 1.21306 0.11307 1.95499 0.141 -0.945 -0.390 0.13
```
Positions in Å, forces in eV/Å.

Highest occupied orbital energy (eV): -9.00
Largest force on an atom (eV Å⁻¹): 7.99
E_LUMO (eV): -0.5
Relative energy (zero: lowest compared OMol25 entry of this formula, charge and spin) (kJ/mol): 267.5
Kohn-Sham gap (eV): 8.452
SMILES: SC1(S)CSN=N1



No. 5
Formula: C2H4N3
Source: OMol25
Level of theory: ωB97M-V with the def2-TZVPD basis set

Structure (XYZ):
```
9
Properties=species:S:1:pos:R:3:forces:R:3:mulliken_charge:R:1
C 2.17944 0.43817 0.08008 -0.949 0.009 0.056 -0.31
C -1.26604 -0.30162 -0.35401 -0.191 -1.650 -0.184 -0.06
N 3.31034 0.31101 -0.08712 0.761 -0.064 -0.112 0.00
N -0.85331 1.09072 -0.58232 0.129 1.053 0.394 -0.08
N -1.48058 0.86049 0.43520 0.189 -0.636 -0.541 0.26
H -2.08937 -0.68674 -0.94828 -0.013 0.297 0.079 0.27
H -0.50886 -1.01237 -0.03703 0.106 0.346 0.060 0.27
H 4.29515 0.20573 -0.24004 -0.060 0.025 0.032 0.33
H -1.84384 1.31913 1.26520 0.027 0.621 0.216 0.32
```
Positions in Å, forces in eV/Å.

Total charge: +1
Highest occupied orbital energy (eV): -15.63
Largest force on an atom (eV Å⁻¹): 1.67
E_LUMO (eV): -6.8
Relative energy (zero: lowest compared OMol25 entry of this formula, charge and spin) (kJ/mol): 437.3
Kohn-Sham gap (eV): 8.830



No. 6
Formula: C2H4N3
Source: OMol25
Level of theory: ωB97M-V with the def2-TZVPD basis set

Structure (XYZ):
```
9
Properties=species:S:1:pos:R:3:forces:R:3:mulliken_charge:R:1
C 0.09863 0.36157 -0.24437 1.087 1.992 -0.740 0.64
C 1.47370 0.40186 -0.06346 -0.790 0.523 0.746 -1.03
N -0.98353 0.67732 -0.52783 -2.031 0.491 -0.152 0.25
N -2.11146 -0.06892 -0.25282 1.014 2.600 -1.968 -0.10
N -1.64650 -1.02182 0.36299 -2.208 -3.717 1.831 -0.16
H 1.86667 -0.49996 -0.26499 1.626 -3.416 -1.043 0.38
H 1.78646 0.65451 0.89105 0.277 0.770 2.103 0.37
H 1.85415 1.09101 -0.74088 0.729 1.487 -1.579 0.35
H -2.33813 -1.59558 0.84032 0.295 -0.731 0.802 0.30
```
Positions in Å, forces in eV/Å.

Total charge: +1
Highest occupied orbital energy (spin up / spin down) (eV): -13.85 / -17.72
Largest force on an atom (eV Å⁻¹): 4.70
2S+1: 3
E_LUMO (spin up / spin down) (eV): -6.4 / -8.5
Relative energy (zero: lowest compared OMol25 entry of this formula, charge and spin) (kJ/mol): 112.0
Kohn-Sham gap (spin up / spin down) (eV): 7.412 / 9.190
<S²>: 2.010



No. 7
Formula: C2H4N4
Source: OMol25
Level of theory: ωB97M-V with the def2-TZVPD basis set

Structure (XYZ):
```
10
Properties=species:S:1:pos:R:3:forces:R:3:mulliken_charge:R:1
C -0.61877 0.94547 -1.24115 -1.041 -1.887 3.141 -0.88
C -0.02349 0.01236 -0.07192 -1.315 0.887 -1.785 0.59
H -1.67408 1.08679 -0.96350 0.353 1.982 1.510 0.24
H 0.03975 1.75588 -1.46638 -0.260 0.638 -0.083 0.27
H -1.14676 0.49860 -2.05456 1.741 -1.663 -1.628 0.34
H 1.15145 -0.83464 2.65010 0.459 0.310 -4.602 0.34
N -0.06129 -1.34542 -0.23545 2.755 -0.314 2.954 -0.25
N 0.68007 -1.84780 0.83480 -1.338 3.372 -2.196 -0.28
N 1.12010 -0.71484 1.46023 -1.848 -1.604 5.528 0.10
N 0.53302 0.44361 1.08784 0.492 -1.721 -2.838 -0.48
```
Positions in Å, forces in eV/Å.

Highest occupied orbital energy (eV): -10.53
Largest force on an atom (eV Å⁻¹): 6.05
E_LUMO (eV): 0.3
Relative energy (zero: lowest compared OMol25 entry of this formula, charge and spin) (kJ/mol): 334.9
Kohn-Sham gap (eV): 10.789
SMILES: Cc1nn[nH]n1



No. 8
Formula: C2H4N4
Source: OMol25
Level of theory: ωB97M-V with the def2-TZVPD basis set

Structure (XYZ):
```
10
Properties=species:S:1:pos:R:3:forces:R:3:mulliken_charge:R:1
C -0.42894 -1.16021 -1.15003 -1.400 -2.059 -1.789 -0.12
C -0.42740 1.06585 -1.15488 1.572 -0.736 3.634 0.23
N -0.72891 0.04332 -1.76430 -0.489 0.652 -0.181 -0.46
N 0.07203 -1.05456 0.03066 1.098 -1.507 2.260 -0.43
N 0.25631 0.11125 0.46580 -2.073 2.341 -4.325 0.26
N 0.85546 0.50731 1.60365 1.711 -1.545 2.405 -0.63
H -0.79052 -2.19640 -1.54754 0.982 2.497 0.582 0.31
H -0.47116 2.09417 -0.73609 -0.284 -1.007 -1.433 0.33
H 0.10146 0.85125 2.24179 1.306 -0.845 -0.237 0.25
H 1.56167 -0.26198 2.01093 -2.423 2.207 -0.917 0.28
```
Positions in Å, forces in eV/Å.

Highest occupied orbital energy (eV): -7.84
Largest force on an atom (eV Å⁻¹): 5.34
E_LUMO (eV): 0.9
Relative energy (zero: lowest compared OMol25 entry of this formula, charge and spin) (kJ/mol): 459.6
Kohn-Sham gap (eV): 8.771



No. 9
Formula: C2H4N4
Source: OMol25
Level of theory: ωB97M-V with the def2-TZVPD basis set

Structure (XYZ):
```
10
Properties=species:S:1:pos:R:3:forces:R:3:mulliken_charge:R:1
C 1.31508 -0.09494 0.35818 -0.041 -0.213 -0.314 -0.68
N 0.04463 0.40649 -0.23025 -0.916 -1.092 -0.341 0.20
C -0.99693 -0.47857 -0.85699 1.303 1.414 1.127 0.05
N -2.15584 -0.30073 -0.37794 1.241 2.043 0.526 -0.41
N -1.83699 0.99081 0.68758 -0.245 -2.191 -1.521 -0.24
N -0.63177 1.17074 0.64079 -0.455 0.183 0.372 -0.13
H 1.10553 -0.89382 1.08107 0.038 0.133 -0.179 0.29
H 1.86393 0.69810 0.88520 -0.504 -0.043 -0.391 0.27
H 1.94751 -0.47814 -0.43899 -0.025 -0.038 -0.011 0.29
H -0.65515 -1.01994 -1.74863 -0.396 -0.196 0.731 0.36
```
Positions in Å, forces in eV/Å.

Highest occupied orbital energy (eV): -10.29
Largest force on an atom (eV Å⁻¹): 2.68
E_LUMO (eV): 0.7
Relative energy (zero: lowest compared OMol25 entry of this formula, charge and spin) (kJ/mol): 282.6
Kohn-Sham gap (eV): 11.032
SMILES: Cn1cnnn1



No. 10
Formula: C2H4N4
Source: OMol25
Level of theory: ωB97M-V with the def2-TZVPD basis set

Structure (XYZ):
```
10
Properties=species:S:1:pos:R:3:forces:R:3:mulliken_charge:R:1
N -0.53654 0.23974 1.90378 -0.064 0.121 -0.126 -0.46
C -0.27392 0.18729 0.54365 0.157 -0.101 -0.023 0.50
N -0.28962 1.15025 -0.36899 0.282 -0.425 0.070 -0.71
N 0.10524 0.45059 -1.50019 0.133 -0.199 0.149 0.15
C 0.32868 -0.82755 -1.18255 0.046 -0.104 0.022 -0.06
N 0.07050 -1.04950 0.07822 0.217 -0.062 -0.099 -0.57
H -0.07699 -0.54796 2.34508 -0.242 0.205 0.039 0.26
H -0.43149 1.09778 2.42270 0.023 0.096 -0.410 0.26
H 0.38620 0.86960 -2.37858 -0.396 0.349 0.523 0.24
H 0.71793 -1.57024 -1.86311 -0.155 0.120 -0.145 0.40
```
Positions in Å, forces in eV/Å.

Highest occupied orbital energy (eV): -8.76
Largest force on an atom (eV Å⁻¹): 0.74
E_LUMO (eV): 1.0
Relative energy (zero: lowest compared OMol25 entry of this formula, charge and spin) (kJ/mol): 18.5
Kohn-Sham gap (eV): 9.780
SMILES: Nc1nc[nH]n1